Entry from OMol25: 15 unconnected molecules or ions with the total composition C66H76BF8O18S4 (wB97M-V/def2-TZVPD).

Cartesian coordinates (Å):
1 O 1.36857 -0.47224 2.63223
2 C 1.09534 0.34326 1.75666
3 O -0.12520 0.55760 1.35448
4 B -0.10343 1.36852 0.07096
5 O 1.26238 1.81774 -0.05526
6 C 2.03320 1.12068 0.78834
7 O 3.18009 1.31999 1.11815
8 O -0.99695 2.54069 0.13485
9 C -2.00668 2.27582 -0.75518
10 O -3.02109 2.98039 -0.97158
11 C -1.66371 1.04545 -1.61925
12 O -0.61339 0.54169 -1.05484
13 O -2.33903 0.59781 -2.57685
14 F 2.76364 8.99047 0.83279
15 C 2.99211 8.01014 1.73111
16 C 1.98910 7.10093 1.97697
17 C 2.22769 6.14686 3.02880
18 C 3.38768 6.24309 3.76148
19 C 4.34096 7.20248 3.44108
20 C 4.10613 8.16240 2.43590
21 H 1.02051 7.15109 1.50186
22 H 1.51375 5.41313 3.37279
23 H 3.57495 5.54250 4.56180
24 H 5.27544 7.29215 3.97504
25 H 4.83873 8.95313 2.36925
26 F 7.36721 -8.00299 0.46290
27 C 7.25410 -6.68934 0.42955
28 C 6.38105 -6.12783 1.31887
29 C 6.04825 -4.77041 1.18577
30 C 6.71881 -4.00934 0.26981
31 C 7.75916 -4.59111 -0.55475
32 C 7.93981 -5.95581 -0.52092
33 H 5.98704 -6.83217 2.03656
34 H 5.25158 -4.30766 1.74931
35 H 6.56038 -2.94141 0.29871
36 H 8.37007 -4.05330 -1.26465
37 H 8.59546 -6.39863 -1.25607
38 F -4.65290 -2.51154 3.63871
39 C -4.28842 -3.29560 4.64130
40 C -5.00762 -4.49154 4.95456
41 C -4.64643 -5.26537 6.06994
42 C -3.45070 -4.92158 6.74774
43 C -2.67591 -3.89635 6.33461
44 C -3.02321 -3.10113 5.23725
45 H -5.97282 -4.63134 4.49059
46 H -5.22004 -6.09006 6.46650
47 H -3.34181 -5.44862 7.68410
48 H -1.77371 -3.73527 6.90600
49 H -2.40017 -2.30409 4.85916
50 F 0.58408 -5.78086 -2.43981
51 C 0.76465 -6.55488 -1.34821
52 C 0.86972 -7.90219 -1.46306
53 C 0.92687 -8.68775 -0.31650
54 C 0.90090 -8.05798 0.92739
55 C 0.85630 -6.70507 1.06902
56 C 0.68090 -5.95379 -0.10934
57 H 0.82762 -8.28656 -2.47146
58 H 0.87276 -9.75720 -0.45705
59 H 0.99308 -8.62537 1.84170
60 H 0.78801 -6.18527 2.01322
61 H 0.36445 -4.92233 -0.06072
62 F -7.04672 -5.78045 -0.27404
63 C -6.80542 -5.06593 -1.37991
64 C -7.79300 -4.71031 -2.24536
65 C -7.48267 -4.08374 -3.40673
66 C -6.23093 -3.80174 -3.79672
67 C -5.22590 -4.20384 -2.92198
68 C -5.50895 -4.72493 -1.67890
69 H -8.82415 -4.94277 -2.02387
70 H -8.30728 -3.80008 -4.04389
71 H -5.90950 -3.51875 -4.78819
72 H -4.19547 -3.95877 -3.13306
73 H -4.83289 -4.93066 -0.86218
74 F -1.54246 4.31946 -7.60048
75 C -0.86938 4.69999 -6.46385
76 C -1.21540 5.89842 -5.86986
77 C -0.43617 6.40511 -4.81564
78 C 0.60103 5.64692 -4.37395
79 C 0.91493 4.41171 -4.87820
80 C 0.16527 3.94307 -5.90849
81 H -2.03945 6.39498 -6.36053
82 H -0.63185 7.31565 -4.26880
83 H 1.24704 5.96811 -3.57028
84 H 1.67732 3.79136 -4.43062
85 H 0.49617 3.01976 -6.36058
86 F 6.03077 -3.08550 9.89141
87 C 6.72832 -2.72388 8.76760
88 C 6.13933 -2.51119 7.49792
89 C 6.96085 -2.09480 6.44500
90 C 8.30395 -1.95831 6.52724
91 C 8.88507 -2.24765 7.76046
92 C 8.06835 -2.65025 8.82457
93 H 5.07050 -2.41239 7.37860
94 H 6.41512 -1.97557 5.52070
95 H 8.87130 -1.73218 5.63653
96 H 9.96152 -2.24217 7.84779
97 H 8.56820 -2.79370 9.77113
98 F 0.32995 -5.60217 -10.37932
99 C 0.02218 -4.30073 -10.07453
100 C 0.30720 -3.32507 -11.03373
101 C -0.12015 -2.00899 -10.71653
102 C -0.80694 -1.58492 -9.59742
103 C -1.01326 -2.61124 -8.67916
104 C -0.58537 -3.92072 -8.91076
105 H 0.71090 -3.52081 -12.01614
106 H 0.08041 -1.32392 -11.52700
107 H -1.10019 -0.54825 -9.52174
108 H -1.54735 -2.43686 -7.75680
109 H -0.69241 -4.65137 -8.12265
110 C -6.66099 6.22164 3.39031
111 S -4.89045 5.91483 3.06251
112 O -4.14549 7.01798 3.82350
113 C -4.76344 4.33530 4.05758
114 H -6.87406 7.25104 3.10217
115 H -6.66815 6.16040 4.47857
116 H -7.29070 5.55757 2.79823
117 H -4.63898 4.71060 5.07334
118 H -3.85428 3.79377 3.79626
119 H -5.62499 3.68162 3.92148
120 C 9.48763 3.21086 3.84130
121 S 11.25274 2.87656 3.35304
122 O 11.59753 4.03748 2.41509
123 C 12.00439 3.16606 4.99013
124 H 8.94096 3.46260 2.93251
125 H 9.46966 3.97119 4.62213
126 H 9.09026 2.30462 4.29838
127 H 13.07853 3.11040 4.81334
128 H 11.54324 2.61645 5.81073
129 H 11.88221 4.22630 5.21164
130 C -0.78175 3.43341 10.58229
131 S -0.66200 1.90206 9.60428
132 O -1.60165 2.05593 8.38254
133 C 1.03880 2.15277 8.89171
134 H -0.59181 4.22603 9.85855
135 H 0.04363 3.53752 11.28656
136 H -1.81255 3.45400 10.93600
137 H 1.20246 3.22954 8.84840
138 H 1.09171 1.72784 7.88935
139 H 1.77607 1.74624 9.58401
140 C -6.76063 3.80546 -9.68386
141 S -7.31515 2.36415 -8.74542
142 O -6.44683 1.17204 -9.15482
143 C -6.66535 2.91709 -7.04842
144 H -7.06843 3.73922 -10.72740
145 H -5.67079 3.78900 -9.67616
146 H -7.22554 4.72145 -9.31930
147 H -5.70476 3.43211 -7.05939
148 H -6.56535 2.03546 -6.41530
149 H -7.39236 3.56873 -6.56373
150 C -9.46774 0.62552 0.06528
151 O -10.58803 1.45669 0.09127
152 C -11.71499 1.00175 0.70886
153 O -11.87677 0.11258 1.50986
154 O -12.62345 1.90298 0.40013
155 C -14.03265 1.74552 0.67500
156 H -9.70004 -0.40039 -0.22046
157 H -8.96680 0.47594 1.02173
158 H -8.67447 0.87666 -0.63881
159 H -14.30521 0.85623 0.10669
160 H -14.54183 2.62676 0.28481
161 H -14.21033 1.62832 1.74402
162 C 3.75079 -1.26442 -5.17714
163 O 5.01878 -1.21003 -5.71380
164 C 5.36804 -0.45220 -6.79076
165 O 4.63227 0.26917 -7.46161
166 O 6.68898 -0.49065 -6.91319
167 C 7.32059 0.55358 -7.67678
168 H 2.97826 -1.61759 -5.86019
169 H 3.57981 -0.23966 -4.84740
170 H 3.79722 -1.80322 -4.23076
171 H 7.05024 0.37968 -8.71830
172 H 8.36974 0.27406 -7.58061
173 H 7.22254 1.57142 -7.29929

Energy = -172285.485 eV
Gap between HOMO and LUMO = 8.63 eV
Charge = -1
2S+1 = 1